Formula: C70H162F30N9O4P5
Source: the OMol25 dataset
Level of theory: wB97M-V/def2-TZVPD

```
280
Properties=species:S:1:pos:R:3:mulliken_charge:R:1
C -2.31 8.38 -1.30 -1.87
C -2.39 7.11 -0.52 0.25
C -3.89 6.64 -0.30 -0.80
N -3.98 5.57 0.67 0.60
C -3.32 4.37 0.23 -0.64
C -5.45 5.28 0.92 -0.64
C -5.37 4.28 2.02 -0.69
C -4.32 4.92 2.97 0.02
C -3.56 5.93 2.11 -0.61
H -3.03 9.02 -0.87 0.45
H -2.67 8.15 -2.25 0.46
H -1.35 8.83 -1.34 0.43
H -2.03 7.37 0.44 0.36
H -1.81 6.38 -1.05 0.02
H -4.28 6.29 -1.23 0.44
H -4.36 7.53 0.14 0.39
H -3.15 3.69 1.07 0.26
H -2.43 4.56 -0.19 0.01
H -4.05 3.86 -0.45 0.03
H -6.00 5.00 0.04 0.47
H -5.91 6.22 1.27 0.43
H -5.11 3.24 1.78 0.08
H -6.35 4.25 2.51 0.53
H -3.57 4.18 3.27 -0.33
H -4.81 5.42 3.78 0.66
H -2.48 5.62 2.14 0.18
H -3.75 6.97 2.40 0.41
C -1.54 5.71 6.43 -1.21
C -1.04 4.62 7.37 0.18
C -2.17 3.93 7.99 -0.81
N -1.77 2.61 8.73 0.36
C -0.82 2.94 9.80 -0.88
C -1.32 1.49 7.78 0.47
C -1.60 0.16 8.47 0.40
C -2.72 0.47 9.56 -1.15
C -3.08 1.99 9.27 -0.39
H -1.92 6.52 7.05 0.40
H -2.42 5.29 5.88 0.05
H -0.84 6.06 5.69 0.41
H -0.35 5.05 8.10 0.50
H -0.44 3.94 6.72 -0.09
H -2.95 3.62 7.30 0.19
H -2.69 4.47 8.83 0.54
H -1.28 3.78 10.28 0.41
H 0.23 3.15 9.53 0.24
H -0.79 2.18 10.60 0.39
H -0.28 1.68 7.64 0.38
H -1.83 1.59 6.85 -1.04
H -0.69 -0.33 8.96 0.14
H -2.10 -0.46 7.71 -0.11
H -2.20 0.31 10.49 0.38
H -3.56 -0.21 9.47 0.46
H -3.57 2.53 10.15 0.37
H -3.73 2.06 8.37 0.37
C -8.15 -3.64 -6.21 -1.46
C -8.04 -2.35 -5.39 -0.03
C -7.33 -1.32 -6.28 -1.03
N -6.97 -0.01 -5.50 0.15
C -8.25 0.63 -4.97 -1.04
C -6.08 1.02 -6.34 -0.54
C -5.49 1.89 -5.28 -0.21
C -5.40 1.11 -3.99 -0.16
C -5.95 -0.32 -4.33 -0.72
H -7.16 -3.87 -6.57 0.36
H -8.66 -3.57 -7.16 0.38
H -8.56 -4.45 -5.67 0.40
H -7.46 -2.54 -4.50 0.30
H -8.97 -2.00 -4.99 0.37
H -7.93 -1.12 -7.18 0.52
H -6.43 -1.70 -6.75 0.39
H -8.96 0.67 -5.74 0.37
H -8.07 1.63 -4.65 0.43
H -8.64 0.10 -4.15 0.42
H -6.70 1.54 -7.09 0.40
H -5.30 0.42 -6.95 0.23
H -6.07 2.77 -5.10 0.41
H -4.52 2.17 -5.57 -0.18
H -5.85 1.61 -3.19 0.39
H -4.31 0.94 -3.71 -0.01
H -6.48 -0.74 -3.49 0.45
H -5.21 -0.98 -4.76 0.39
C 3.97 3.13 -6.82 -1.66
C 2.62 3.73 -6.39 0.26
C 2.69 5.22 -6.58 -0.68
N 1.41 5.89 -6.18 0.76
C 1.14 5.60 -4.74 -1.56
C 0.33 5.17 -7.01 -0.41
C -0.64 6.29 -7.42 -0.90
C 0.42 7.33 -7.74 -0.52
C 1.27 7.30 -6.52 -0.51
H 4.27 3.46 -7.80 0.40
H 4.02 2.01 -6.86 0.38
H 4.77 3.38 -6.07 0.36
H 2.38 3.45 -5.36 0.16
H 1.87 3.29 -6.96 0.14
H 2.84 5.47 -7.62 0.48
H 3.47 5.66 -5.98 0.48
H 1.07 4.54 -4.56 0.32
H 0.14 5.87 -4.47 0.60
H 1.82 6.21 -4.15 0.48
H -0.04 4.28 -6.47 -0.02
H 0.72 4.72 -8.00 0.16
H -1.34 6.71 -6.71 0.39
H -1.20 6.02 -8.28 0.41
H 0.00 8.37 -7.87 0.40
H 0.94 7.04 -8.66 0.27
H 0.80 7.76 -5.69 0.36
H 2.28 7.61 -6.72 0.34
C 3.69 5.11 4.40 -1.50
C 4.32 4.34 3.23 -0.28
C 3.42 3.14 2.92 -0.40
N 4.09 2.14 2.06 1.18
C 4.67 2.68 0.80 -0.73
C 3.15 1.07 1.64 0.29
C 3.94 -0.19 1.62 0.70
C 4.91 -0.07 2.78 -0.41
C 5.12 1.44 2.92 -0.78
H 2.60 5.27 4.17 0.29
H 4.07 6.11 4.43 0.43
H 3.71 4.67 5.37 0.41
H 5.25 3.90 3.61 0.31
H 4.56 4.99 2.34 0.29
H 2.56 3.35 2.29 0.18
H 3.00 2.76 3.83 0.05
H 5.22 1.86 0.34 0.45
H 5.29 3.59 1.03 0.33
H 3.88 3.02 0.11 -0.01
H 2.81 1.38 0.62 -0.06
H 2.34 1.04 2.36 -0.73
H 4.49 -0.41 0.67 0.69
H 3.24 -1.08 1.78 -0.85
H 5.83 -0.59 2.55 0.55
H 4.55 -0.41 3.73 -0.28
H 6.14 1.78 2.62 0.32
H 4.90 1.69 3.94 0.51
C -1.92 2.07 -13.79 -0.80
O -1.56 1.82 -12.39 -0.32
C -2.16 0.67 -11.94 -0.53
C -1.84 0.59 -10.47 -0.53
N -0.36 0.68 -10.31 0.46
H 0.00 1.27 -11.10 0.52
H -0.23 1.14 -9.44 -0.19
C 0.38 -0.59 -10.45 -0.63
C 1.85 -0.42 -10.94 -0.60
O 1.95 0.60 -11.92 -0.33
C 2.70 0.26 -13.09 -0.70
H -3.05 2.33 -13.79 0.30
H -1.78 1.22 -14.45 0.33
H -1.38 2.92 -14.03 0.28
H -1.90 -0.25 -12.47 0.43
H -3.29 0.73 -12.00 0.44
H -2.20 -0.35 -9.98 0.34
H -2.28 1.49 -9.99 0.22
H -0.19 -1.25 -11.15 0.39
H 0.34 -1.06 -9.44 0.32
H 2.21 -1.35 -11.28 0.49
H 2.41 -0.06 -10.07 0.30
H 3.04 -0.76 -13.11 0.35
H 3.53 0.95 -13.08 0.24
H 2.06 0.46 -13.96 0.23
C -1.48 0.08 -1.40 -0.73
O -1.14 -0.62 -0.25 -0.35
C 0.04 -0.30 0.40 0.41
C -0.17 -0.87 1.83 -1.11
N -0.28 -2.36 1.68 0.42
H -1.14 -2.52 1.10 0.62
H 0.59 -2.62 1.23 0.57
C -0.39 -3.08 3.02 1.52
C -1.26 -4.29 2.89 -1.14
O -2.54 -3.79 2.33 -0.36
C -3.56 -4.25 3.21 -0.52
H -2.53 0.36 -1.31 0.24
H -1.28 -0.45 -2.32 0.30
H -0.95 1.03 -1.43 0.12
H 0.14 0.78 0.54 -0.31
H 0.87 -0.71 -0.17 0.50
H -1.12 -0.55 2.23 0.46
H 0.56 -0.69 2.57 0.13
H -0.87 -2.42 3.74 -0.14
H 0.61 -3.33 3.32 -1.06
H -1.29 -4.76 3.86 0.54
H -0.86 -4.99 2.14 0.37
H -3.75 -5.34 3.04 0.29
H -4.45 -3.66 2.98 0.30
H -3.31 -4.06 4.29 0.09
C -1.58 -3.52 6.90 -0.52
C -0.40 -4.09 7.68 -0.60
C 0.84 -3.84 6.80 0.11
N 2.18 -4.11 7.44 1.33
C 2.19 -5.50 7.97 -0.66
C 3.51 -6.01 8.49 -0.70
C 4.51 -5.90 7.35 -1.05
C 4.60 -4.43 6.82 -0.69
C 3.26 -3.92 6.39 0.29
C 2.46 -3.20 8.60 -0.88
H -1.58 -2.44 6.97 -0.08
H -2.48 -3.97 7.24 0.71
H -1.54 -3.73 5.81 -0.35
H -0.57 -5.13 7.98 0.37
H -0.30 -3.48 8.58 0.38
H 0.85 -2.81 6.51 -0.32
H 0.79 -4.46 5.86 0.07
H 1.94 -6.30 7.22 0.26
H 1.45 -5.60 8.83 0.41
H 3.43 -7.03 8.87 0.44
H 3.90 -5.41 9.32 0.29
H 4.31 -6.58 6.59 0.35
H 5.46 -6.18 7.75 0.49
H 5.15 -4.48 5.86 0.43
H 5.18 -3.72 7.45 0.40
H 2.94 -4.38 5.40 -0.16
H 3.33 -2.81 6.23 -0.35
H 1.89 -3.56 9.45 0.41
H 2.25 -2.19 8.27 -0.03
H 3.52 -3.21 8.86 0.48
C 8.10 -7.77 -1.42 -1.42
C 7.27 -8.78 -0.57 -0.13
C 5.73 -8.51 -0.72 -0.58
N 4.75 -9.16 0.33 0.19
C 3.44 -8.60 0.01 -0.50
C 2.29 -9.21 0.71 -0.32
C 2.28 -10.74 0.63 -0.74
C 3.64 -11.34 1.04 -0.93
C 4.76 -10.70 0.25 -0.57
C 5.21 -8.67 1.68 -1.14
H 7.98 -7.82 -2.47 0.39
H 9.15 -7.93 -1.16 0.38
H 7.75 -6.76 -1.16 0.35
H 7.54 -8.56 0.44 0.24
H 7.54 -9.78 -0.91 0.36
H 5.32 -8.88 -1.65 0.40
H 5.47 -7.44 -0.65 0.31
H 3.36 -8.81 -1.05 0.48
H 3.52 -7.56 0.25 0.15
H 1.41 -8.91 0.07 0.34
H 2.17 -8.74 1.75 0.24
H 2.12 -11.13 -0.40 0.29
H 1.38 -11.13 1.18 0.35
H 3.63 -12.37 0.79 0.48
H 3.79 -11.37 2.11 0.38
H 4.48 -10.97 -0.78 0.34
H 5.74 -11.06 0.49 0.48
H 4.53 -9.07 2.44 0.49
H 5.19 -7.59 1.73 0.50
H 6.30 -9.07 1.83 0.24
P 2.06 0.29 5.77 1.84
F 1.35 0.82 4.44 -0.39
F 0.63 -0.48 6.11 -0.50
F 2.55 -1.06 4.97 -0.70
F 2.77 -0.28 7.10 -0.51
F 3.46 0.98 5.29 -0.28
F 1.67 1.68 6.53 -0.28
P 3.34 -4.50 2.37 1.75
F 3.63 -5.45 1.10 -0.29
F 2.24 -5.57 2.93 -0.44
F 4.53 -5.14 3.29 -0.40
F 2.93 -3.54 3.63 -0.78
F 4.38 -3.44 1.91 -0.38
F 2.09 -3.75 1.51 -0.56
P -1.41 1.78 -6.77 1.67
F -2.75 1.42 -7.68 -0.43
F -1.88 0.85 -5.57 -0.35
F -0.63 0.42 -7.33 -0.41
F -0.04 2.12 -5.97 -0.38
F -0.84 2.61 -8.01 -0.51
F -2.18 3.07 -6.24 -0.47
P -3.43 1.20 4.33 1.68
F -3.01 1.69 2.80 -0.40
F -2.10 0.25 4.34 -0.67
F -2.49 2.32 5.08 -0.43
F -3.85 0.88 5.88 -0.34
F -4.67 2.24 4.19 -0.36
F -4.32 -0.04 3.79 -0.45
P 0.61 4.15 -0.18 1.45
F 0.23 3.02 0.88 -0.49
F -0.44 5.20 0.55 -0.38
F 1.72 4.72 0.82 -0.38
F 0.99 5.33 -1.27 -0.39
F 1.66 3.16 -0.86 -0.42
F -0.59 3.60 -1.17 -0.37
```

Computed properties:
Net charge: +4
E_HOMO, eV: -15.7201
Lowest unoccupied orbital energy, Ha: -0.2024
HOMO-LUMO gap, eV: 10.21